Entry 1:
A single C6H6 molecule, computed with wB97M-V/def2-TZVPD.

Computed properties:
Highest occupied orbital energy (eV): -8.2
E_tot (eV): -6315.498
SMILES: C=C1C=CC=C1
Energy above the lowest of the compared OMol25 structures with the same formula, charge and spin (eV): 3.703
LUMO energy (eV): -0.37
Spin multiplicity: 1
HOMO-LUMO gap (eV): 7.8
Charge: 0

Positions of all 12 atoms, in Å:
C  2.033  0.060  0.027
C  0.708  0.083  -0.024
C  -0.336  1.176  -0.031
C  -1.607  0.702  0.058
C  -1.575  -0.724  0.020
C  -0.198  -1.054  -0.037
H  2.577  -1.039  0.391
H  3.006  0.790  -0.055
H  0.094  2.268  -0.148
H  -2.480  1.327  0.042
H  -2.477  -1.507  0.093
H  0.255  -2.083  -0.335

Cartesian forces (eV/Å) of the 6 atoms listed first:
4.883 -2.330 1.409
-2.795 1.223 -0.229
2.177 3.298 -0.553
1.110 1.610 -0.324
1.910 -3.450 0.288
-1.352 -3.910 -0.588

=====

Entry 2:
2 unconnected molecules or ions with the total composition C2H5BrI2OSi, computed with wB97M-V/def2-TZVPD.

Computed properties:
Highest occupied orbital energy (alpha / beta) (eV): -8.7 / -8.7
E_tot (eV): -98324.415
Energy above the lowest of the compared OMol25 structures with the same formula, charge and spin (eV): 3.546
LUMO energy (alpha / beta) (eV): -1.98 / -1.97
Spin multiplicity: 1
HOMO-LUMO gap (alpha / beta) (eV): 6.8 / 6.7
Charge: 0

Positions of all 12 atoms, in Å:
C  0.161  0.586  -0.276
C  -0.104  -0.919  -0.359
O  0.607  -1.547  -1.331
Si  -0.791  -2.209  -3.555
Br  -1.786  -4.134  -3.207
I  -2.371  -0.351  -3.606
I  0.853  -2.272  -5.350
H  -0.415  1.021  0.537
H  1.221  0.754  -0.097
H  -0.115  1.071  -1.208
H  -1.194  -1.083  -0.470
H  0.163  -1.397  0.605

Cartesian forces (eV/Å) of the 6 atoms listed first:
0.033 -0.442 -0.018
-0.728 0.378 0.613
-0.653 -1.326 -3.247
1.291 1.054 2.029
0.233 0.317 -0.016
0.409 -0.500 0.006

=====

Entry 3:
2 unconnected molecules or ions with the total composition C5H15N2O, computed with wB97M-V/def2-TZVPD.

Computed properties:
Highest occupied orbital energy (eV): -14.1
E_tot (eV): -10442.495
Energy above the lowest of the compared OMol25 structures with the same formula, charge and spin (eV): 8.066
LUMO energy (eV): -9.06
Spin multiplicity: 1
HOMO-LUMO gap (eV): 5.1
Charge: +1

Positions of all 23 atoms, in Å:
N  -3.415  -0.464  0.551
C  -1.853  -0.150  0.571
C  -1.440  1.228  0.084
C  -0.972  -1.306  -0.010
N  0.397  -0.949  0.304
C  1.370  -1.591  -0.568
C  2.754  -0.948  -0.436
O  2.686  0.519  -0.561
H  -1.420  -0.260  1.641
H  -3.915  0.269  1.028
H  -3.537  -1.220  1.251
H  2.326  5.227  -0.373
H  -0.350  1.320  0.139
H  -1.869  1.884  0.815
H  -1.967  1.389  -0.852
H  -1.327  -2.279  0.498
H  -1.166  -1.568  -1.092
H  2.936  4.860  -0.141
H  1.486  -2.675  -0.451
H  0.944  -1.436  -1.644
H  3.535  -1.261  -1.093
H  3.066  -1.198  0.612
H  1.733  0.609  -0.275

Cartesian forces (eV/Å) of the 6 atoms listed first:
3.550 -0.708 0.572
-1.081 -1.011 3.170
-1.242 -1.207 0.265
-0.188 0.082 -0.756
-1.137 -2.854 -2.092
-0.002 2.002 -1.444

=====

Entry 4:
A molecular structure, C39H54InN2OP2S, computed with wB97M-V/def2-TZVPD.

Computed properties:
Highest occupied orbital energy (eV): -9.5
E_tot (eV): -80927.202
LUMO energy (eV): -2.89
Spin multiplicity: 1
HOMO-LUMO gap (eV): 6.7
Charge: +1

Positions of all 100 atoms, in Å:
In  1.107  0.872  -0.693
C  -1.962  2.767  3.141
C  -0.661  2.325  2.477
C  -0.482  0.809  2.617
P  -0.434  2.722  0.685
C  0.139  4.471  0.554
C  0.081  4.887  -0.918
C  -0.503  5.517  1.462
C  -2.046  2.557  -0.121
C  -3.146  3.349  0.236
C  -4.398  3.154  -0.314
C  -4.572  2.116  -1.227
C  -3.502  1.333  -1.605
C  -2.206  1.557  -1.102
N  -1.147  0.760  -1.530
C  -1.063  0.429  -2.849
C  -1.404  1.345  -3.883
C  -1.161  1.085  -5.205
C  -0.561  -0.118  -5.612
C  -0.257  -1.047  -4.653
C  -0.530  -0.814  -3.283
P  -0.326  -2.236  -2.252
C  -1.389  -3.607  -2.843
C  -1.005  -4.184  -4.212
C  -2.854  -3.161  -2.851
C  1.400  -2.819  -2.010
C  2.335  -2.469  -3.164
C  1.455  -4.302  -1.636
H  -1.920  2.513  4.202
H  -2.817  2.247  2.707
H  -2.140  3.838  3.064
H  0.183  2.823  2.967
H  -1.215  0.293  1.992
H  -0.643  0.491  3.649
H  0.519  0.487  2.314
H  1.193  4.385  0.841
H  -0.953  5.002  -1.246
H  0.555  4.149  -1.571
H  0.592  5.839  -1.064
H  -1.549  5.693  1.210
H  0.022  6.467  1.337
H  -0.438  5.244  2.515
H  -3.017  4.133  0.969
H  -5.227  3.786  -0.027
H  -5.553  1.919  -1.643
H  -3.644  0.532  -2.321
H  -1.821  2.301  -3.593
H  -1.410  1.836  -5.945
H  -0.349  -0.309  -6.654
H  0.199  -1.979  -4.957
H  -1.245  -4.373  -2.077
H  -1.368  -3.546  -5.016
H  -1.488  -5.156  -4.321
H  0.067  -4.333  -4.344
H  -2.990  -2.302  -3.512
H  -3.216  -2.899  -1.859
H  -3.469  -3.977  -3.232
H  1.709  -2.241  -1.134
H  2.112  -3.053  -4.060
H  3.359  -2.702  -2.866
H  2.287  -1.412  -3.421
H  1.169  -4.949  -2.464
H  0.819  -4.535  -0.779
H  2.480  -4.553  -1.362
C  4.357  -3.234  3.340
C  3.765  -2.103  2.504
C  4.840  -1.124  2.047
S  4.199  -0.079  0.731
O  3.000  0.630  1.314
C  5.568  1.131  0.628
C  5.221  2.465  1.279
C  5.300  2.431  2.801
H  3.574  -3.874  3.744
H  4.931  -2.841  4.182
H  5.027  -3.855  2.744
H  3.013  -1.558  3.075
H  3.252  -2.515  1.629
H  5.694  -1.650  1.608
H  5.194  -0.489  2.861
H  5.775  1.243  -0.436
H  6.438  0.671  1.100
H  4.216  2.760  0.974
H  5.908  3.213  0.880
H  4.575  1.727  3.212
H  5.082  3.413  3.223
H  6.299  2.142  3.136
N  -5.784  -1.828  5.708
C  -5.083  -1.873  4.799
C  -4.199  -1.929  3.660
C  -3.068  -2.740  3.702
C  -2.219  -2.791  2.612
C  -2.501  -2.031  1.478
C  -3.637  -1.217  1.439
C  -4.485  -1.167  2.528
C  -1.628  -2.041  0.341
C  -0.936  -1.956  -0.643
H  -2.859  -3.321  4.589
H  -1.334  -3.412  2.637
H  -3.831  -0.613  0.560
H  -5.364  -0.537  2.513

Cartesian forces (eV/Å) of the 6 atoms listed first:
-0.022 -0.060 -0.258
0.026 -0.006 0.039
0.082 -0.105 -0.001
0.033 -0.012 -0.023
0.023 0.074 0.007
0.032 0.039 -0.073

=====

Entry 5:
11 unconnected molecules or ions with the total composition C11H44O11, computed with wB97M-V/def2-TZVPD.

Computed properties:
Highest occupied orbital energy (alpha / beta) (eV): -12.5 / -12.5
E_tot (eV): -34627.838
Energy above the lowest of the compared OMol25 structures with the same formula, charge and spin (eV): 0.553
LUMO energy (alpha / beta) (eV): -2.46 / -9.55
Spin multiplicity: 2
HOMO-LUMO gap (alpha / beta) (eV): 10.1 / 3.0
Charge: +1

Positions of all 66 atoms, in Å:
C  3.705  -0.288  0.017
O  2.623  -0.705  0.777
H  4.236  -1.149  -0.391
H  3.212  0.318  -0.743
H  4.351  0.298  0.670
H  2.990  -1.245  1.482
C  -0.470  -0.216  -0.159
O  0.212  0.508  0.827
H  0.023  -0.279  -1.129
H  -0.583  -1.258  0.138
H  -1.460  0.226  -0.275
H  1.123  0.207  0.796
C  3.278  1.912  3.391
O  2.752  2.304  4.671
H  4.262  1.453  3.295
H  2.559  1.195  2.996
H  3.236  2.808  2.771
H  3.271  3.057  4.960
C  -0.583  -2.949  2.314
O  -1.090  -3.330  3.631
H  -1.252  -2.147  1.999
H  0.434  -2.559  2.294
H  -0.632  -3.735  1.560
H  -0.515  -4.060  3.873
C  2.200  -1.080  -3.872
O  3.595  -0.998  -4.193
H  2.163  -0.924  -2.794
H  1.526  -0.363  -4.340
H  1.716  -2.008  -4.175
H  3.671  -0.917  -5.146
C  -5.206  1.308  0.116
O  -4.514  0.668  -0.924
H  -5.538  2.292  -0.216
H  -6.129  0.767  0.326
H  -4.611  1.552  0.996
H  -4.210  -0.197  -0.638
C  -1.685  1.327  -3.275
O  -0.616  1.273  -4.197
H  -2.465  1.968  -3.686
H  -2.118  0.345  -3.083
H  -1.413  1.731  -2.300
H  -0.304  2.176  -4.289
C  1.621  -3.502  -0.649
O  1.973  -4.736  -1.216
H  1.889  -3.420  0.404
H  2.151  -2.666  -1.105
H  0.574  -3.336  -0.903
H  1.818  -4.609  -2.155
C  -2.218  3.178  1.302
O  -1.474  2.315  2.170
H  -1.802  4.184  1.349
H  -2.255  2.822  0.272
H  -3.263  3.244  1.604
H  -0.971  1.661  1.679
C  2.071  2.967  0.014
O  2.522  4.236  -0.434
H  1.685  2.365  -0.809
H  2.843  2.353  0.477
H  1.227  3.099  0.691
H  3.244  4.117  -1.056
C  -4.122  -2.225  1.000
O  -3.263  -1.711  -0.016
H  -4.902  -2.810  0.512
H  -3.593  -2.896  1.676
H  -4.575  -1.436  1.601
H  -2.929  -2.480  -0.483

Cartesian forces (eV/Å) of the 6 atoms listed first:
0.346 0.599 -0.556
-1.232 -0.923 1.262
0.118 0.213 -0.306
0.854 0.082 -0.384
0.384 0.246 -0.457
-0.419 -0.144 0.337

=====

Entry 6:
A single C5H8N2 molecule, computed with wB97M-V/def2-TZVPD.

Computed properties:
Highest occupied orbital energy (eV): -8.1
E_tot (eV): -8293.216
SMILES: C=NC(=C)C(=C)N
Energy above the lowest of the compared OMol25 structures with the same formula, charge and spin (eV): 1.780
LUMO energy (eV): 0.90
Spin multiplicity: 1
HOMO-LUMO gap (eV): 9.0
Charge: 0

Positions of all 15 atoms, in Å:
C  0.311  -0.161  0.345
C  -0.987  0.409  -0.062
N  -2.093  -0.410  0.132
C  2.407  -0.042  -0.658
C  0.430  -1.178  1.207
C  -1.082  1.661  -0.520
N  1.412  0.520  -0.144
H  -2.929  -0.086  -0.331
H  -1.926  -1.396  0.005
H  3.244  0.572  -0.959
H  2.488  -1.118  -0.838
H  -0.424  -1.605  1.700
H  1.399  -1.539  1.507
H  -2.030  2.081  -0.809
H  -0.219  2.294  -0.574

Cartesian forces (eV/Å) of the 6 atoms listed first:
-0.138 -0.680 0.394
-0.197 0.340 -0.188
-0.138 -0.138 0.124
0.142 -0.311 -0.160
-0.008 0.127 -0.165
0.074 -0.111 0.029